Entry 1:
{"formula": "C4H6AlF27O2P4", "method": "wB97M-V/def2-TZVPD", "species": ["Al", "C", "O", "O", "C", "F", "F", "F", "C", "C", "H", "H", "H", "H", "H", "H", "P", "F", "F", "F", "F", "F", "F", "P", "F", "F", "F", "F", "F", "F", "P", "F", "F", "F", "F", "F", "F", "P", "F", "F", "F", "F", "F", "F"], "xyz": [[-0.438281, 0.260743, -0.503662], [2.880794, -0.221509, 0.758815], [2.104474, -1.421849, 0.726525], [2.016381, 0.788787, 0.700646], [3.860359, -0.207572, 1.965760], [4.485280, 0.963775, 2.066673], [3.227399, -0.457071, 3.107153], [4.780749, -1.158702, 1.797102], [2.756266, -2.642282, 0.375095], [1.672170, -3.704380, 0.482567], [1.060388, -3.517985, 1.360884], [1.018841, -3.588103, -0.385522], [2.035692, -4.730610, 0.512051], [3.512287, -2.941116, 1.105139], [3.185570, -2.553540, -0.626395], [3.477701, -0.231598, -0.174016], [1.137627, 2.690714, -2.615077], [1.760469, 3.352072, -1.289159], [2.555623, 2.699406, -3.381789], [1.489805, 1.152242, -2.051211], [0.477636, 1.945230, -3.885837], [-0.319140, 2.644971, -1.901593], [0.858559, 4.179498, -3.176916], [-2.083502, 2.967789, 1.271807], [-2.153819, 1.478635, 1.923476], [-1.899085, 3.525155, 2.792945], [-0.459670, 2.644853, 1.141356], [-1.931599, 4.484884, 0.779165], [-2.255639, 2.443845, -0.239869], [-3.691761, 3.126277, 1.352870], [-1.641810, -2.028964, 2.204659], [-1.983113, -1.611917, 3.702974], [-2.701690, -0.962616, 1.579026], [-0.488863, -0.889246, 2.142080], [-1.343671, -2.471856, 0.644069], [-0.559202, -3.112018, 2.709043], [-2.870039, -3.087073, 2.222664], [-3.388932, 0.039090, -2.755635], [-2.384081, 1.309695, -2.696602], [-4.680340, 0.999052, -2.759605], [-3.302906, 0.034920, -4.363546], [-4.378576, -1.227842, -2.779635], [-2.102986, -1.001986, -2.708999], [-3.295370, 0.038203, -1.129477]], "atomic_forces_ev_per_a": [[0.506, 2.097, 1.085], [-1.079, -1.105, -2.839], [0.344, -0.137, 0.629], [-1.550, 0.564, 0.781], [-0.940, 0.423, 0.338], [0.096, 0.025, -0.058], [0.021, 0.067, 0.043], [0.375, -0.084, -0.114], [-0.293, -0.655, 0.716], [-0.478, 0.364, -0.820], [0.124, -0.028, 0.057], [-0.181, -0.248, 0.106], [0.283, 0.088, -0.072], [0.264, 0.478, -0.126], [0.125, -0.065, 0.020], [0.609, -0.032, 0.296], [0.267, 1.462, -1.230], [0.178, -0.778, -0.133], [0.242, -0.274, 0.442], [-0.687, -0.558, 1.010], [-0.010, 0.459, -0.061], [0.225, -0.829, 0.678], [-0.494, -0.536, -0.188], [-0.575, 0.413, 2.170], [-0.458, -0.082, -0.921], [0.156, -0.064, -0.260], [0.172, 0.265, -0.598], [0.403, -0.272, -0.543], [0.474, -0.981, -0.312], [0.374, -0.069, 0.171], [-2.337, 0.033, -0.327], [0.165, 0.140, 0.189], [0.540, 0.157, 0.229], [0.498, 0.290, -0.826], [0.925, 0.327, -0.375], [-0.206, -0.037, -0.027], [0.672, -0.582, 0.247], [-0.551, 0.331, -0.501], [0.229, -0.334, -0.264], [0.477, 0.057, 0.140], [-0.043, 0.025, 0.151], [0.263, -0.132, 0.267], [0.911, 0.098, 0.238], [-0.035, -0.287, 0.591]], "homo_ev": -6.5, "charge": -2, "orbital_gap_ev": 5.03, "e_lumo_ev": -1.43}

---

Entry 2:
{"formula": "C11H80NbO30", "method": "wB97M-V/def2-TZVPD", "species": ["C", "C", "C", "C", "C", "Nb", "C", "C", "C", "C", "C", "C", "H", "H", "H", "H", "H", "H", "H", "H", "H", "H", "H", "H", "H", "H", "H", "H", "H", "H", "H", "H", "O", "H", "H", "O", "H", "H", "O", "H", "H", "O", "H", "H", "O", "H", "H", "O", "H", "H", "O", "H", "H", "O", "H", "H", "O", "H", "H", "O", "H", "H", "O", "H", "H", "O", "H", "H", "O", "H", "H", "O", "H", "H", "O", "H", "H", "O", "H", "H", "O", "H", "H", "O", "H", "H", "O", "H", "H", "O", "H", "H", "O", "H", "H", "O", "H", "H", "O", "H", "H", "O", "H", "H", "O", "H", "H", "O", "H", "H", "O", "H", "H", "O", "H", "H", "O", "H", "H", "O", "H", "H"], "xyz": [[2.815072, 2.561495, 2.632281], [4.206498, 1.976938, 2.392048], [4.240862, 0.502503, 1.947525], [3.289292, 0.112927, 0.801589], [2.550540, -1.242166, 1.033854], [1.072341, -1.315194, 2.768773], [-0.086085, 0.463677, 1.833311], [-0.572505, 1.513727, 2.585025], [-1.253878, 2.548319, 1.989653], [-1.473268, 2.551086, 0.641771], [-1.022132, 1.499835, -0.120613], [-0.323817, 0.474910, 0.475229], [2.846003, 3.619474, 2.912494], [2.132683, 2.476497, 1.786309], [2.353636, 2.032731, 3.466595], [4.744656, 2.647924, 1.721328], [4.726479, 2.018624, 3.358873], [5.256576, 0.317589, 1.576264], [4.135458, -0.153900, 2.808159], [3.919128, -0.042091, -0.085991], [2.573195, 0.885342, 0.523574], [2.012446, -1.472663, 0.105028], [3.304896, -2.018556, 1.176215], [2.060830, -0.097564, 3.735845], [-0.059966, -1.345082, 4.207195], [-0.029049, -2.516286, 1.891192], [2.095418, -2.663506, 3.488858], [-0.402770, 1.528638, 3.653583], [-1.603587, 3.367953, 2.612390], [-2.007344, 3.362412, 0.154690], [-1.203655, 1.489205, -1.191409], [0.022018, -0.347428, -0.139178], [3.831614, -4.443011, 0.604553], [4.558714, -3.837047, 0.421587], [3.874301, -4.570968, 1.559613], [5.094667, 4.571753, 0.458147], [4.171377, 4.832305, 0.449754], [5.566466, 5.387526, 0.642378], [6.239875, -6.300256, -0.855377], [5.961158, -7.046492, -0.310629], [5.626033, -5.595555, -0.608694], [6.956243, -4.352993, -3.477288], [6.680817, -4.783394, -2.658581], [7.342273, -5.069540, -3.994700], [3.705528, -1.708558, 5.777098], [4.439498, -1.120382, 5.573660], [3.766189, -1.852925, 6.726680], [-1.423967, -3.841644, 4.483672], [-2.129731, -3.791578, 5.133736], [-1.782662, -4.407043, 3.788163], [6.912635, -8.249808, 1.669283], [7.488790, -8.998835, 1.848420], [7.516242, -7.506162, 1.563091], [-4.523128, 2.363122, -0.599563], [-3.875226, 2.449024, 0.114157], [-4.665735, 1.407842, -0.667927], [-3.487260, 2.142881, -3.380549], [-3.560036, 2.917300, -3.949174], [-4.125181, 2.302982, -2.668575], [3.872036, 5.266394, 4.273933], [3.035832, 5.381293, 4.735535], [4.275562, 4.506383, 4.705767], [3.989554, -3.105335, -3.325604], [4.570946, -3.850788, -3.143775], [4.597811, -2.365873, -3.427317], [-6.339676, 1.985032, -4.818541], [-5.670659, 2.067368, -4.127901], [-6.472383, 1.033550, -4.891752], [7.197190, -1.429266, 0.446619], [7.421683, -0.710230, 1.045310], [7.005328, -0.985944, -0.386062], [-3.594571, -4.301819, 2.637592], [-3.724731, -3.518450, 2.093962], [-4.482975, -4.542146, 2.923299], [2.832595, -5.994354, -4.132754], [1.901679, -5.758442, -4.181637], [3.268236, -5.162594, -3.918232], [-6.803480, 1.819911, -7.779044], [-6.750095, 1.966201, -6.824042], [-7.746620, 1.860500, -7.966297], [-10.014419, 1.724806, -7.279229], [-10.197529, 0.959856, -6.724817], [-10.618763, 2.403455, -6.958528], [7.515882, -2.075399, -5.326298], [7.181970, -2.874634, -4.898245], [7.568428, -2.303233, -6.258842], [-4.931315, 3.448421, 2.200508], [-4.732709, 4.192501, 2.781699], [-5.153967, 3.863302, 1.361535], [-3.947093, 2.423137, -8.342691], [-4.181318, 3.198005, -8.860116], [-4.792407, 2.127514, -7.978234], [9.853936, -5.975715, -2.781246], [10.000522, -5.025715, -2.838125], [9.063006, -6.059367, -2.236212], [-6.036939, -3.228496, 4.178568], [-5.869447, -2.281676, 4.132881], [-6.828640, -3.307535, 4.724498], [-3.830868, -0.219162, 0.753014], [-3.058475, 0.339027, 0.579665], [-3.780543, -0.364180, 1.704087], [-7.266392, 0.678158, -0.565081], [-6.793828, 1.298711, 0.003156], [-7.832668, 0.188966, 0.038521], [0.895881, 5.059566, 0.023637], [0.804298, 4.619957, -0.829776], [0.446602, 4.460245, 0.635645], [-9.395624, 4.224258, -9.140785], [-9.659667, 3.414856, -8.691493], [-9.417484, 3.995630, -10.074693], [-7.471847, -4.539536, 6.629943], [-6.868023, -4.485550, 7.377263], [-7.645463, -5.480595, 6.531369], [3.433293, 6.090073, -1.165279], [3.244466, 6.862522, -1.705662], [2.570166, 5.822368, -0.812594], [-4.007071, 1.914910, 4.870645], [-3.797025, 2.639153, 5.466691], [-4.222884, 2.342087, 4.033170], [-4.354484, 6.326042, 2.453870], [-4.157983, 7.058811, 3.045743], [-4.576253, 6.747184, 1.617326]], "atomic_forces_ev_per_a": [[-0.250, 0.049, 0.450], [-0.260, 0.158, 0.310], [0.393, 0.540, -0.535], [0.272, -1.075, -0.237], [0.225, 1.206, 0.477], [0.262, -0.809, -1.311], [0.984, -1.215, 0.830], [0.056, 0.103, 0.407], [-0.221, 0.885, 1.219], [-0.596, 0.689, -0.823], [0.005, -0.116, -1.081], [-0.055, -0.347, -0.549], [0.242, -0.115, -0.194], [0.108, -0.124, -0.106], [-0.204, -0.068, -0.091], [0.087, -0.287, -0.154], [0.161, 0.115, -0.072], [0.052, -0.024, 0.128], [-0.398, -0.034, 0.041], [-0.048, 0.302, -0.115], [-0.013, 0.125, 0.252], [-0.135, -0.253, 0.111], [-0.055, -0.084, -0.034], [-0.366, 0.042, 0.373], [0.046, 0.366, 0.344], [-0.464, -0.082, 0.145], [0.090, 0.077, 0.006], [-0.023, 0.019, 0.080], [-0.102, 0.036, -0.112], [0.042, 0.108, 0.086], [-0.035, 0.019, 0.001], [0.052, -0.018, -0.075], [0.558, -0.375, -0.187], [-0.209, 0.303, 0.104], [-0.206, 0.094, 0.027], [0.408, -0.252, 0.242], [-0.043, 0.058, -0.092], [-0.063, 0.061, -0.045], [0.106, 0.290, -0.076], [0.023, -0.060, -0.056], [-0.199, -0.169, 0.198], [-0.027, -0.132, -0.033], [0.073, -0.095, 0.082], [-0.005, -0.038, 0.040], [0.202, -0.075, 0.215], [-0.085, 0.054, -0.103], [-0.038, 0.000, -0.007], [0.184, -0.355, 0.243], [-0.065, 0.063, -0.076], [-0.107, 0.283, -0.045], [0.092, 0.078, -0.082], [-0.059, -0.047, -0.015], [-0.061, 0.049, 0.008], [-0.312, -0.001, -0.202], [0.008, -0.103, -0.061], [0.037, -0.039, 0.272], [-0.545, 0.073, -0.170], [0.173, -0.028, -0.047], [0.464, 0.116, 0.384], [0.086, 0.236, 0.259], [-0.031, -0.023, -0.050], [0.004, -0.077, -0.143], [0.013, -0.172, 0.030], [0.175, 0.123, 0.023], [-0.056, 0.044, -0.080], [-0.236, -0.146, -0.099], [0.160, -0.043, -0.169], [0.048, -0.025, 0.129], [0.132, -0.026, -0.108], [-0.103, -0.023, 0.072], [-0.070, -0.011, 0.005], [-0.248, -0.250, -0.194], [0.198, 0.033, 0.000], [-0.002, 0.156, 0.123], [0.072, -0.049, -0.050], [-0.007, 0.007, 0.053], [-0.176, 0.085, -0.095], [-0.045, -0.110, 0.210], [0.089, 0.180, 0.066], [-0.026, 0.045, -0.048], [-0.115, 0.152, -0.056], [0.092, -0.051, -0.045], [0.038, -0.017, 0.095], [-0.004, -0.120, -0.092], [0.009, 0.099, 0.195], [-0.028, 0.070, -0.013], [-0.004, -0.062, 0.261], [0.008, 0.174, -0.210], [-0.020, -0.132, -0.071], [0.062, 0.021, 0.098], [-0.026, -0.001, -0.005], [-0.026, -0.008, -0.212], [-0.122, 0.033, -0.018], [-0.013, 0.003, 0.004], [0.035, -0.027, 0.052], [-0.204, 0.102, -0.045], [0.133, -0.030, -0.021], [0.107, -0.186, 0.126], [-0.063, 0.232, 0.012], [0.235, -0.247, 0.011], [0.034, -0.020, 0.017], [-0.050, 0.148, 0.060], [0.067, 0.001, -0.056], [0.048, -0.077, -0.015], [-0.042, 0.012, -0.242], [-0.112, -0.125, 0.070], [0.138, -0.045, 0.057], [-0.117, 0.000, -0.009], [0.113, -0.089, -0.029], [0.032, 0.021, -0.004], [-0.105, -0.032, 0.058], [0.066, 0.083, -0.062], [0.001, 0.010, -0.074], [-0.365, 0.156, -0.153], [0.011, 0.010, 0.014], [0.081, 0.077, 0.139], [-0.128, 0.117, 0.017], [0.067, -0.050, 0.027], [0.015, -0.142, -0.155], [-0.041, 0.146, 0.043], [0.034, -0.047, 0.040], [0.023, -0.059, -0.032]], "homo_ev": -4.4, "charge": -1, "orbital_gap_ev": 5.74, "e_lumo_ev": 1.37}

---

Listing strongest force on any atom for the structures above in their given order: 3.23 1.77 eV/A.
Listing electronic energy for the structures above in their given order: -125487.41178 -75674.85499 eV.